Entry 1:
Density functional theory data (the ωB97M-V functional and the def2-TZVPD basis) for a structure of composition C12H6Br5IrNO2 in a non-equilibrium geometry.

Each line ends with the natural charge from an NBO analysis.
Cartesian coordinates (Å):
Ir 0.82 -0.84 -1.38  1.2217
Br 3.40 -1.69 -1.87  0.2422
Br -5.02 2.05 -1.46  0.1691
Br -3.89 -1.16 -1.90  0.1740
Br -2.73 4.58 -1.75  0.1999
Br 0.61 3.91 -1.75  0.1557
O 0.76 0.71 -2.59  -0.6367
O -0.99 -1.14 -1.97  -0.5954
N 1.31 -1.92 0.05  -0.5447
C 0.11 -0.76 3.36  -0.6389
C -0.46 1.18 -2.24  0.2609
C 3.24 -1.19 1.14  -0.2323
C -0.74 2.51 -1.96  -0.1575
C -1.44 0.14 -2.10  0.2881
C 2.64 -1.55 -0.10  0.0346
C 2.41 -0.82 2.19  -0.1126
C -2.80 0.43 -1.88  -0.1544
C 1.04 -1.26 2.28  -0.0228
C -3.12 1.78 -1.78  -0.0943
C -2.13 2.78 -1.88  -0.0838
C 0.60 -2.03 1.24  0.0605
H -0.38 0.18 3.11  0.2442
H 4.33 -1.06 1.22  0.2572
H -0.35 -2.57 1.18  0.2425
H -0.65 -1.49 3.56  0.2387
H 2.75 -0.16 2.99  0.2478
H 0.67 -0.61 4.29  0.2363

Calculated values
- ΔE to the lowest compared entry with this formula, charge and spin: 23.45 kJ/mol
- Kohn-Sham gap (spin up / spin down): 6.8 / 5.9 eV
- Multiplicity: 5
- LUMO energy (spin up / spin down): -0.1495 / -0.2312 hartree
- HOMO energy (spin up / spin down): -10.83 / -12.24 eV
- Total charge: +1


Entry 2:
Density functional theory data (the ωB97M-V functional and the def2-TZVPD basis) for a structure of composition C16H9CaClIN2O5 in a non-equilibrium geometry.

Each line ends with the natural charge from an NBO analysis.
Cartesian coordinates (Å):
I -0.59 -2.32 3.40  0.1567
Ca 0.11 0.42 -0.80  1.7833
Cl -3.17 2.57 4.86  0.0252
O -0.18 -0.55 0.90  -0.9015
O -1.76 -2.56 -3.10  -0.6027
O 4.26 -0.21 -0.42  -0.6264
O -1.28 -0.64 -2.15  -0.6371
O 2.29 0.84 -0.56  -0.6526
N 1.23 -1.11 -1.90  -0.4828
N -0.92 2.00 0.26  -0.6178
C -2.29 1.67 3.68  -0.0547
C -1.90 0.38 3.96  -0.2220
C 3.02 -0.10 -0.82  0.7949
C 2.56 -3.35 -2.72  -0.1359
C 0.55 -2.07 -2.52  0.0682
C -0.84 0.15 1.76  0.2711
C -2.34 3.57 2.07  -0.0971
C -1.98 2.26 2.44  -0.1179
C -1.99 4.05 0.84  -0.2635
C 2.52 -1.24 -1.63  0.0873
C -1.20 -0.35 3.01  -0.1974
C -1.28 3.23 -0.04  0.0719
C 1.19 -3.22 -2.96  -0.1694
C -0.90 -1.71 -2.59  0.7996
C -1.25 1.50 1.48  0.1598
C 3.24 -2.36 -2.03  -0.1497
H 0.67 -4.01 -3.48  0.2336
H -1.40 -3.41 -3.40  0.5078
H -2.15 -0.08 4.91  0.2482
H 3.08 -4.24 -3.05  0.2535
H -0.99 3.59 -1.03  0.1941
H 4.29 -2.44 -1.81  0.2614
H -2.25 5.05 0.53  0.2364
H -2.89 4.17 2.78  0.2450
H 4.54 0.53 0.16  0.5305

Calculated values
- ΔE to the lowest compared entry with this formula, charge and spin: 119.31 kJ/mol
- Kohn-Sham gap: 5.4 eV
- LUMO energy: -0.1648 hartree
- HOMO energy: -9.88 eV
- Total charge: +1


Entry 3:
Density functional theory data (the ωB97M-V functional and the def2-TZVPD basis) for an isolated molecule of C2H2N2 in a non-equilibrium geometry.

Each line ends with the natural charge from an NBO analysis.
Cartesian coordinates (Å):
N -1.23 1.51 0.01  -0.0104
N -0.97 0.38 -0.11  -0.1623
C 0.76 -0.50 0.61  -0.1053
C 0.19 -0.23 -0.53  -0.1965
H 0.83 -0.88 1.61  0.2268
H 0.42 -0.28 -1.60  0.2476

Calculated values
- ΔE to the lowest compared entry with this formula, charge and spin: 439.25 kJ/mol
- Kohn-Sham gap (spin up / spin down): 7.3 / 9.2 eV
- LUMO energy (spin up / spin down): -0.0189 / 0.0130 hartree
- HOMO energy (spin up / spin down): -7.80 / -8.84 eV


Which of these has the highest ΔE to the lowest compared entry with this formula, charge and spin?
C2H2N2


Which of these has the lowest ΔE to the lowest compared entry with this formula, charge and spin?
C12H6Br5IrNO2


What is the ΔE to the lowest compared entry with this formula, charge and spin in the third record?
439.25 kJ/mol